No. 1
{"formula": "C40H71AsF6N3O14S7", "method": "wB97M-V/def2-TZVPD", "orbital_gap_ev": 8.321, "lumo_energy_ev": 1.75, "spin_multiplicity": 1, "total_charge": -1, "homo_ev": -6.57, "symbols": ["As", "F", "F", "F", "F", "F", "F", "C", "C", "C", "S", "O", "O", "C", "H", "H", "H", "H", "H", "H", "H", "H", "C", "C", "C", "S", "O", "O", "C", "H", "H", "H", "H", "H", "H", "H", "H", "C", "C", "C", "S", "O", "O", "C", "H", "H", "H", "H", "H", "H", "H", "H", "C", "C", "C", "S", "O", "O", "C", "H", "H", "H", "H", "H", "H", "H", "H", "C", "C", "C", "S", "O", "O", "C", "H", "H", "H", "H", "H", "H", "H", "H", "C", "C", "C", "S", "O", "O", "C", "H", "H", "H", "H", "H", "H", "H", "H", "C", "C", "C", "S", "O", "O", "C", "H", "H", "H", "H", "H", "H", "H", "H", "N", "C", "C", "C", "C", "H", "H", "H", "H", "H", "N", "C", "C", "C", "C", "H", "H", "H", "H", "H", "N", "C", "C", "C", "C", "H", "H", "H", "H", "H"], "coordinates": [[-0.135, -0.374, -0.162], [0.545, 0.713, 1.051], [0.067, 0.880, -1.340], [-0.777, -1.482, -1.335], [-0.218, -1.658, 1.049], [-1.749, 0.160, 0.260], [1.450, -1.005, -0.546], [-4.668, 0.160, 3.325], [-3.589, 0.474, 2.269], [-3.656, 1.980, 1.994], [-5.439, 2.411, 2.242], [-6.031, 2.750, 0.959], [-5.579, 3.316, 3.363], [-5.963, 0.731, 2.755], [-4.400, 0.648, 4.267], [-4.760, -0.904, 3.536], [-3.790, -0.105, 1.369], [-2.597, 0.209, 2.619], [-3.367, 2.459, 1.062], [-3.238, 2.523, 2.846], [-6.099, 0.206, 1.809], [-6.865, 0.923, 3.326], [-0.252, -0.155, 4.285], [0.430, -1.520, 4.289], [0.410, -2.100, 5.706], [0.043, -0.659, 6.826], [1.063, -0.508, 7.851], [-1.369, -0.740, 7.156], [0.295, 0.581, 5.507], [-1.338, -0.246, 4.260], [-0.043, 0.402, 3.371], [1.415, -1.492, 3.831], [-0.244, -2.155, 3.708], [1.385, -2.502, 5.982], [-0.313, -2.891, 5.889], [1.373, 0.743, 5.481], [-0.183, 1.516, 5.795], [1.737, -4.461, -2.654], [0.293, -4.503, -2.120], [-0.050, -5.944, -1.703], [1.476, -6.948, -1.860], [1.534, -7.602, -3.154], [1.679, -7.727, -0.660], [2.572, -5.442, -1.889], [2.099, -3.434, -2.528], [1.793, -4.571, -3.739], [-0.464, -4.289, -2.874], [0.055, -3.903, -1.245], [-0.864, -6.413, -2.246], [-0.171, -5.995, -0.621], [3.558, -5.724, -2.241], [2.578, -5.133, -0.841], [0.701, 5.897, 0.990], [1.211, 4.498, 0.619], [-0.028, 3.616, 0.493], [-1.118, 4.563, -0.520], [-2.488, 4.283, -0.179], [-0.648, 4.493, -1.886], [-0.598, 6.205, 0.221], [1.394, 6.725, 0.821], [0.562, 5.990, 2.071], [1.806, 4.076, 1.430], [1.817, 4.601, -0.279], [-0.523, 3.494, 1.458], [0.136, 2.642, 0.030], [-1.386, 6.551, 0.889], [-0.537, 6.900, -0.612], [1.700, -1.161, -6.626], [2.261, -0.981, -5.209], [1.063, -0.776, -4.286], [-0.063, 0.258, -5.293], [0.011, 1.632, -4.869], [-1.361, -0.381, -5.393], [0.808, 0.027, -6.869], [1.082, -2.064, -6.565], [2.502, -1.356, -7.337], [3.019, -0.189, -5.201], [2.895, -1.844, -4.984], [1.284, -0.395, -3.292], [0.572, -1.740, -4.145], [1.371, 0.958, -6.978], [0.144, -0.039, -7.727], [4.036, 1.353, -1.912], [4.917, 1.962, -3.025], [3.911, 2.693, -3.882], [2.794, 3.575, -2.731], [1.455, 3.286, -3.203], [3.216, 4.926, -2.488], [3.127, 2.443, -1.339], [4.571, 0.782, -1.151], [3.425, 0.555, -2.350], [5.436, 1.181, -3.586], [5.738, 2.599, -2.683], [3.312, 1.916, -4.360], [4.252, 3.371, -4.662], [2.201, 2.166, -0.845], [3.725, 2.991, -0.604], [-4.763, 0.125, -2.018], [-5.043, 1.604, -1.815], [-4.950, 2.277, -3.166], [-3.477, 1.526, -3.984], [-2.369, 2.430, -3.754], [-3.768, 1.095, -5.324], [-3.461, 0.090, -2.823], [-5.530, -0.434, -2.550], [-4.570, -0.233, -1.004], [-4.291, 2.035, -1.152], [-5.995, 1.761, -1.308], [-4.852, 3.360, -3.088], [-5.783, 2.112, -3.853], [-2.611, 0.241, -2.157], [-3.210, -0.839, -3.332], [1.828, 2.581, 2.591], [3.163, 2.430, 2.380], [3.798, 3.331, 3.210], [2.839, 4.006, 3.977], [1.614, 3.487, 3.570], [1.091, 2.023, 2.187], [3.545, 1.809, 1.587], [4.864, 3.507, 3.213], [3.014, 4.742, 4.741], [0.605, 3.723, 3.873], [5.049, -1.643, 2.463], [5.372, -2.940, 2.773], [4.306, -3.728, 2.401], [3.312, -2.871, 1.890], [3.818, -1.585, 1.878], [5.687, -0.878, 2.578], [6.288, -3.169, 3.291], [4.226, -4.787, 2.584], [2.296, -3.178, 1.693], [3.300, -0.670, 1.644], [-2.142, -3.822, 1.772], [-2.699, -4.258, 2.926], [-3.517, -5.329, 2.641], [-3.468, -5.509, 1.250], [-2.704, -4.465, 0.707], [-1.499, -3.051, 1.698], [-2.443, -3.790, 3.865], [-3.933, -6.045, 3.329], [-3.859, -6.336, 0.679], [-2.420, -4.219, -0.302]], "lowdin_charge": [0.797, -0.268, -0.213, -0.239, -0.266, -0.224, -0.257, -0.218, -0.229, -0.187, 0.688, -0.341, -0.337, -0.207, 0.117, 0.113, 0.095, 0.078, 0.065, 0.098, 0.101, 0.101, -0.228, -0.209, -0.187, 0.699, -0.349, -0.338, -0.212, 0.101, 0.084, 0.107, 0.091, 0.096, 0.093, 0.105, 0.103, -0.238, -0.207, -0.217, 0.687, -0.343, -0.343, -0.199, 0.106, 0.115, 0.114, 0.090, 0.103, 0.087, 0.105, 0.102, -0.202, -0.208, -0.242, 0.687, -0.333, -0.292, -0.178, 0.112, 0.103, 0.064, 0.093, 0.106, 0.065, 0.090, 0.094, -0.233, -0.240, -0.197, 0.693, -0.305, -0.327, -0.221, 0.119, 0.115, 0.099, 0.109, 0.077, 0.094, 0.102, 0.107, -0.210, -0.219, -0.222, 0.681, -0.315, -0.316, -0.219, 0.110, 0.102, 0.110, 0.113, 0.081, 0.106, 0.074, 0.095, -0.204, -0.244, -0.210, 0.684, -0.318, -0.339, -0.211, 0.116, 0.100, 0.103, 0.101, 0.103, 0.096, 0.067, 0.095, -0.028, -0.134, -0.107, -0.084, -0.157, 0.090, 0.098, 0.091, 0.092, 0.120, 0.002, -0.139, -0.114, -0.120, -0.136, 0.140, 0.101, 0.090, 0.089, 0.088, 0.017, -0.153, -0.122, -0.116, -0.120, 0.098, 0.100, 0.087, 0.085, 0.099]}

=====

No. 2
{"formula": "C31H28CsFN4O5Si", "method": "wB97M-V/def2-TZVPD", "orbital_gap_ev": 4.627, "lumo_energy_ev": 3.63, "de_lowest_kcal_mol": 6.9, "spin_multiplicity": 1, "total_charge": -2, "homo_ev": -0.99, "symbols": ["Cs", "C", "C", "C", "C", "C", "C", "N", "C", "C", "C", "C", "C", "N", "C", "C", "C", "C", "C", "C", "N", "H", "H", "H", "H", "H", "H", "H", "H", "H", "H", "H", "H", "H", "H", "H", "C", "Si", "C", "C", "N", "C", "C", "C", "C", "C", "C", "F", "H", "H", "H", "H", "H", "H", "H", "H", "H", "H", "H", "H", "H", "O", "C", "C", "O", "C", "C", "O", "C", "O", "O"], "coordinates": [[-0.733, -1.152, -0.978], [0.326, 2.958, -1.118], [-1.004, 3.174, -0.449], [-1.647, 4.411, -0.520], [-2.868, 4.560, 0.103], [-3.406, 3.492, 0.807], [-2.702, 2.297, 0.848], [-1.540, 2.147, 0.214], [-3.178, 1.120, 1.665], [-4.369, 1.153, 2.379], [-4.680, 0.071, 3.190], [-3.821, -1.004, 3.249], [-2.671, -0.984, 2.462], [-2.368, 0.070, 1.706], [-1.728, -2.142, 2.402], [-2.033, -3.372, 2.956], [-1.140, -4.422, 2.784], [0.013, -4.212, 2.060], [0.253, -2.940, 1.538], [1.466, -2.656, 0.695], [-0.593, -1.935, 1.727], [0.959, 3.842, -1.021], [0.188, 2.772, -2.186], [0.849, 2.100, -0.695], [-1.188, 5.232, -1.057], [-3.395, 5.505, 0.063], [-4.352, 3.604, 1.318], [-5.044, 1.995, 2.318], [-5.594, 0.072, 3.771], [-4.050, -1.852, 3.881], [-2.969, -3.546, 3.467], [-1.376, -5.406, 3.168], [0.701, -5.024, 1.862], [2.264, -3.369, 0.903], [1.821, -1.635, 0.843], [1.196, -2.766, -0.360], [4.801, 2.528, 1.352], [4.124, 0.884, 0.673], [3.198, 0.115, 2.127], [5.693, -0.143, 0.411], [3.084, 0.917, -0.634], [3.259, 1.384, -1.879], [4.343, 2.187, -2.351], [4.404, 2.708, -3.637], [3.393, 2.463, -4.562], [2.323, 1.655, -4.162], [2.287, 1.142, -2.891], [1.236, 0.356, -2.546], [5.387, 2.352, 2.262], [3.984, 3.217, 1.603], [5.448, 3.036, 0.628], [3.466, 0.576, 3.086], [3.403, -0.960, 2.205], [2.121, 0.241, 1.977], [6.282, -0.239, 1.331], [6.331, 0.311, -0.357], [5.430, -1.150, 0.064], [5.143, 2.395, -1.645], [5.254, 3.320, -3.922], [3.432, 2.875, -5.563], [1.518, 1.410, -4.845], [-1.078, -7.305, -0.044], [-1.223, -6.181, -0.493], [-2.254, -5.191, -0.065], [-3.151, -5.401, 0.747], [-1.965, -3.919, -0.749], [-0.791, -4.107, -1.603], [-0.215, -3.195, -2.247], [-0.385, -5.528, -1.545], [0.481, -6.072, -2.214], [-2.604, -2.842, -0.627]], "lowdin_charge": [1.513, -0.025, -0.295, -0.041, -0.081, -0.038, -0.201, 0.161, -0.201, -0.030, -0.068, -0.011, -0.181, 0.165, -0.225, -0.014, -0.052, -0.013, -0.349, -0.074, 0.031, 0.088, 0.086, 0.056, 0.107, 0.097, 0.089, 0.090, 0.100, 0.101, 0.101, 0.115, 0.123, 0.089, 0.041, 0.020, -0.205, 0.328, -0.188, -0.195, -0.045, -0.354, -0.057, -0.151, -0.155, -0.057, -0.267, -0.086, 0.011, 0.016, 0.002, 0.016, 0.015, 0.020, 0.014, 0.011, 0.020, 0.077, 0.081, 0.072, 0.106, 0.043, -0.328, -0.346, 0.022, -0.400, -0.398, -0.326, -0.328, 0.037, -0.276]}

=====

No. 3
{"formula": "C10H20F6MgO10S2", "method": "wB97M-V/def2-TZVPD", "orbital_gap_ev": [10.122, 3.419], "lumo_energy_ev": [-2.62, -9.31], "de_lowest_kcal_mol": 0.0, "spin_multiplicity": 2, "total_charge": 1, "s2": 0.77, "homo_ev": [-12.74, -12.73], "symbols": ["Mg", "C", "F", "F", "F", "S", "O", "O", "O", "C", "F", "F", "F", "S", "O", "O", "O", "C", "O", "C", "C", "O", "C", "H", "H", "H", "H", "H", "H", "H", "H", "H", "H", "C", "O", "C", "C", "O", "C", "H", "H", "H", "H", "H", "H", "H", "H", "H", "H"], "coordinates": [[-0.126, 0.254, 0.123], [-1.807, -2.125, 3.290], [-2.231, -2.484, 4.484], [-1.019, -3.125, 2.818], [-2.825, -2.106, 2.422], [-0.901, -0.368, 3.330], [-0.748, 0.060, 1.914], [-1.972, 0.481, 3.955], [0.394, -0.539, 4.040], [0.701, -3.082, -2.155], [0.695, -4.275, -2.646], [1.963, -2.812, -1.824], [0.252, -2.157, -3.026], [-0.364, -2.962, -0.566], [-0.139, -1.558, -0.229], [-1.740, -3.159, -1.023], [0.193, -3.910, 0.394], [-0.435, 3.334, -0.224], [0.228, 2.183, 0.314], [1.432, 2.498, 1.002], [2.093, 1.290, 1.631], [1.709, 0.134, 0.937], [2.495, -0.976, 1.236], [-0.622, 4.063, 0.565], [-1.453, 3.118, -0.549], [0.184, 3.792, -0.996], [1.231, 3.159, 1.846], [2.111, 2.920, 0.262], [1.766, 1.179, 2.665], [3.182, 1.342, 1.627], [3.505, -0.943, 0.826], [2.022, -1.759, 0.643], [2.535, -1.189, 2.304], [1.945, 0.708, -2.146], [0.629, 0.488, -1.705], [-0.305, 1.047, -2.655], [-1.646, 0.486, -2.298], [-1.765, 0.511, -0.865], [-3.088, 0.113, -0.395], [1.961, 0.340, -3.172], [2.717, 0.122, -1.648], [2.176, 1.770, -2.065], [-0.047, 0.945, -3.710], [-0.384, 2.130, -2.554], [-2.000, -0.440, -2.750], [-2.301, 1.297, -2.616], [-3.728, 0.757, -0.998], [-3.175, 0.402, 0.652], [-3.304, -0.954, -0.464]], "lowdin_charge": [0.453, -0.572, 0.192, 0.142, 0.157, 0.750, -0.213, -0.063, -0.140, -0.658, 0.201, 0.133, 0.129, 0.577, -0.351, -0.287, -0.273, -0.019, -0.239, -0.121, -0.143, -0.250, -0.033, 0.109, 0.108, 0.112, 0.149, 0.143, 0.125, 0.154, 0.117, 0.087, 0.116, -0.039, -0.248, -0.127, -0.125, -0.264, 0.015, 0.110, 0.107, 0.108, 0.153, 0.120, 0.154, 0.138, 0.106, 0.095, 0.106]}

=====

Q: What is the formula in the third record?
A: C10H20F6MgO10S2